{
  "formula": "C33H76ClN3O11S11",
  "method": "wB97M-V/def2-TZVPD",
  "symbols": ["C", "C", "N", "C", "C", "C", "N", "C", "C", "Cl", "C", "C", "C", "C", "N", "H", "H", "H", "H", "H", "H", "H", "H", "H", "H", "C", "S", "O", "C", "H", "H", "H", "H", "H", "H", "C", "S", "O", "C", "H", "H", "H", "H", "H", "H", "C", "S", "O", "C", "H", "H", "H", "H", "H", "H", "C", "S", "O", "C", "H", "H", "H", "H", "H", "H", "C", "S", "O", "C", "H", "H", "H", "H", "H", "H", "C", "S", "O", "C", "H", "H", "H", "H", "H", "H", "C", "S", "O", "C", "H", "H", "H", "H", "H", "H", "C", "S", "O", "C", "H", "H", "H", "H", "H", "H", "C", "S", "O", "C", "H", "H", "H", "H", "H", "H", "C", "S", "O", "C", "H", "H", "H", "H", "H", "H", "C", "S", "O", "C", "H", "H", "H", "H", "H", "H"],
  "coordinates": [[3.09002, -4.18779, -1.30647], [2.75180, -3.37715, -2.52247], [2.83137, -3.87986, -3.68092], [2.26922, -1.96196, -2.25006], [0.83238, -2.05682, -1.81204], [0.48892, -2.00777, -0.43809], [-0.72835, -2.11415, 0.01547], [-1.66968, -2.29909, -0.95773], [-3.02920, -2.46523, -0.61337], [-3.49898, -2.46368, 1.06080], [-4.00517, -2.64052, -1.55468], [-3.67023, -2.67769, -2.92673], [-2.36561, -2.54339, -3.27860], [-1.35573, -2.33800, -2.31539], [-0.06502, -2.20765, -2.74562], [2.19179, -4.72963, -1.00681], [3.33435, -3.52648, -0.48276], [3.89589, -4.88214, -1.50241], [2.53418, -3.19559, -4.37794], [2.28938, -1.40102, -3.17983], [2.89039, -1.46952, -1.50811], [1.28455, -1.87305, 0.28417], [-5.03913, -2.75242, -1.27368], [-4.39894, -2.80562, -3.70949], [-2.02827, -2.57054, -4.30240], [5.73438, -4.43458, -5.00971], [7.34554, -5.14200, -4.68051], [8.16839, -4.05841, -4.07429], [7.87386, -5.30246, -6.39078], [5.26178, -4.23569, -4.05274], [5.84211, -3.50445, -5.56953], [5.12522, -5.14662, -5.56571], [7.85339, -4.32537, -6.87389], [7.21415, -5.99872, -6.90842], [8.88959, -5.69228, -6.39347], [0.20342, -5.31367, -6.10108], [0.01233, -3.78614, -7.01882], [-1.16898, -3.07076, -6.44368], [-0.54008, -4.54654, -8.54825], [0.50798, -5.06368, -5.08515], [-0.74497, -5.85118, -6.08015], [0.97393, -5.92924, -6.56479], [-1.44184, -5.13011, -8.36108], [0.25163, -5.18478, -8.94013], [-0.75512, -3.75169, -9.25944], [-3.10354, 1.15482, 4.88435], [-1.53535, 0.30478, 5.06602], [-0.55241, 1.29918, 5.58751], [-1.22554, 0.13269, 3.30866], [-3.47133, 1.40493, 5.87736], [-2.96862, 2.06523, 4.30632], [-3.81593, 0.49811, 4.38710], [-1.21782, 1.11753, 2.84073], [-1.99926, -0.49229, 2.86380], [-0.25613, -0.34337, 3.17596], [-7.48003, 2.10484, 3.74283], [-6.33723, 3.20783, 2.90072], [-5.00513, 3.02523, 3.54573], [-7.02657, 4.73171, 3.54050], [-7.19583, 1.08099, 3.50739], [-7.41870, 2.26569, 4.81940], [-8.49209, 2.29336, 3.38542], [-6.99411, 4.71318, 4.63170], [-8.04904, 4.84502, 3.18732], [-6.42964, 5.55419, 3.16534], [-5.10485, -7.93054, -5.45431], [-3.85730, -6.87341, -6.19392], [-2.59054, -7.65753, -6.23602], [-3.68606, -5.71760, -4.84025], [-5.30173, -8.74618, -6.14636], [-4.73518, -8.32938, -4.50943], [-6.01786, -7.35641, -5.29556], [-3.40045, -6.24997, -3.93217], [-4.63010, -5.19248, -4.69208], [-2.90938, -5.00024, -5.10483], [-9.23394, 8.90515, 2.15156], [-7.72854, 8.35956, 1.33762], [-7.59786, 6.89977, 1.60025], [-6.59493, 9.19481, 2.45335], [-10.07685, 8.45429, 1.63228], [-9.22673, 8.58161, 3.19258], [-9.30557, 9.99082, 2.08956], [-6.76423, 8.85215, 3.47438], [-6.74544, 10.27178, 2.38235], [-5.58080, 8.94785, 2.14652], [2.11903, 2.75500, 6.53304], [3.25301, 3.85172, 5.68343], [4.58383, 3.70651, 6.33136], [2.52715, 5.37481, 6.30477], [2.41189, 1.73100, 6.31594], [2.17487, 2.93277, 7.60793], [1.10482, 2.91802, 6.16970], [2.55201, 5.37379, 7.39537], [1.50056, 5.45838, 5.94705], [3.11277, 6.21059, 5.92708], [9.44937, -1.49370, -2.96552], [9.35867, -0.30257, -1.63003], [8.73650, 0.93445, -2.17339], [11.12892, -0.00785, -1.51741], [8.43784, -1.79660, -3.22005], [9.92569, -1.03268, -3.83126], [10.01034, -2.36981, -2.64315], [11.50079, 0.34883, -2.47790], [11.63142, -0.93211, -1.23241], [11.29744, 0.74952, -0.75447], [-4.52321, 1.21146, -2.22842], [-5.84042, 1.71007, -3.34171], [-6.15037, 0.53838, -4.20148], [-4.83928, 2.83630, -4.32146], [-4.92631, 0.46306, -1.54889], [-3.69745, 0.77923, -2.79548], [-4.18002, 2.07927, -1.66465], [-3.99652, 2.29594, -4.75300], [-4.48794, 3.65183, -3.68922], [-5.46578, 3.23488, -5.11648], [6.28056, -2.19418, 2.90821], [5.15786, -1.82573, 1.55549], [4.99335, -3.07637, 0.76601], [6.29194, -0.77332, 0.64618], [5.77711, -2.88313, 3.58303], [7.18556, -2.65796, 2.51566], [6.52154, -1.27332, 3.43908], [7.20174, -1.32338, 0.40698], [6.52792, 0.10650, 1.24485], [5.80122, -0.46227, -0.27385], [-0.29650, 5.86315, 9.42211], [-0.06721, 6.94459, 10.83854], [-0.69124, 8.24748, 10.49721], [1.70847, 7.13820, 10.63369], [-1.35823, 5.64440, 9.33177], [0.05229, 6.36222, 8.51755], [0.25264, 4.93446, 9.58028], [1.92066, 7.55168, 9.64744], [2.19607, 6.17072, 10.75573], [2.06066, 7.82313, 11.40184]],
  "forces_ev_per_angstrom": [[-0.6, 0.4, -0.1], [0.3, 0.0, 0.2], [-0.1, 0.0, -0.2], [-0.3, -0.3, -0.4], [0.0, 0.2, -0.3], [-0.1, 0.0, 0.5], [0.1, -0.1, -0.6], [-0.2, 0.0, 0.8], [-0.7, 0.0, 0.3], [0.1, 0.0, 0.0], [0.0, 0.0, -0.3], [0.5, 0.1, 0.3], [0.5, 0.2, -0.5], [0.3, -0.1, -0.5], [-0.2, 0.0, 0.3], [0.0, -0.3, 0.0], [0.3, -0.2, 0.1], [0.1, -0.1, 0.0], [0.0, 0.0, -0.1], [0.1, 0.2, -0.1], [0.1, 0.0, 0.1], [0.0, 0.0, 0.1], [-0.1, 0.0, 0.3], [-0.3, 0.0, 0.1], [0.0, 0.0, -0.3], [0.0, 0.0, -0.1], [0.0, -0.1, 0.0], [0.1, 0.1, 0.0], [0.0, 0.1, -0.1], [0.0, 0.0, 0.0], [0.1, 0.0, 0.0], [0.0, 0.0, 0.1], [0.0, 0.0, 0.0], [0.0, 0.0, 0.0], [0.0, 0.0, 0.1], [-0.1, -0.1, 0.2], [-0.1, 0.1, 0.1], [0.0, -0.2, 0.0], [-0.1, 0.0, -0.1], [0.0, 0.1, 0.0], [0.0, -0.1, -0.1], [0.0, 0.0, 0.0], [0.0, 0.0, 0.1], [0.0, 0.0, 0.0], [0.0, 0.0, 0.0], [0.1, 0.0, 0.1], [-0.1, -0.1, 0.0], [0.0, 0.1, 0.0], [0.1, 0.0, -0.2], [0.0, 0.0, 0.0], [0.0, 0.0, 0.0], [0.0, 0.0, 0.0], [0.0, 0.0, 0.1], [0.0, 0.0, 0.0], [0.0, 0.0, 0.1], [0.0, -0.1, 0.1], [0.0, 0.1, -0.1], [-0.1, 0.0, 0.0], [0.0, -0.1, 0.3], [0.0, 0.0, 0.0], [0.0, 0.0, 0.0], [0.0, 0.0, 0.0], [0.0, -0.1, 0.0], [0.0, 0.0, -0.1], [0.0, 0.0, -0.1], [0.0, 0.0, 0.2], [0.1, 0.0, -0.2], [0.0, 0.0, 0.0], [-0.1, 0.1, 0.2], [0.0, 0.0, 0.0], [0.0, 0.0, 0.0], [0.0, 0.0, 0.0], [0.0, -0.1, 0.0], [0.0, 0.0, 0.0], [0.0, 0.0, -0.1], [-0.1, 0.0, 0.1], [0.0, 0.0, -0.1], [-0.1, 0.1, 0.0], [0.0, 0.0, 0.1], [0.0, 0.0, 0.0], [0.0, 0.0, 0.0], [0.0, 0.0, 0.0], [0.0, 0.0, 0.0], [0.0, 0.0, 0.0], [0.0, 0.0, 0.0], [-0.1, 0.0, 0.1], [-0.1, -0.1, 0.0], [0.0, 0.0, 0.1], [-0.1, 0.2, 0.1], [0.0, 0.0, -0.1], [0.1, 0.0, 0.0], [0.0, -0.1, -0.1], [0.0, -0.1, 0.0], [0.0, 0.0, 0.0], [0.0, 0.0, 0.0], [0.0, 0.1, -0.1], [0.1, -0.1, 0.0], [0.0, 0.0, 0.0], [0.1, 0.1, 0.0], [0.0, -0.1, 0.0], [0.0, 0.1, 0.0], [-0.1, 0.0, 0.0], [-0.1, 0.0, 0.0], [0.0, 0.0, 0.0], [0.0, 0.0, 0.0], [0.2, 0.0, 0.1], [0.0, 0.0, 0.0], [0.0, 0.0, 0.0], [0.1, 0.0, -0.1], [0.0, 0.0, 0.0], [-0.1, 0.0, -0.1], [0.0, 0.0, 0.0], [0.0, 0.0, 0.0], [0.0, 0.0, 0.0], [0.0, 0.0, 0.0], [0.1, 0.0, 0.1], [0.1, 0.2, 0.1], [0.1, 0.0, 0.0], [0.1, 0.0, 0.0], [0.0, 0.0, 0.0], [0.0, 0.0, -0.1], [0.0, 0.0, 0.0], [0.0, -0.1, 0.0], [0.0, 0.0, 0.0], [0.0, 0.0, 0.0], [0.0, -0.1, -0.1], [0.0, 0.0, 0.1], [0.0, 0.0, -0.1], [0.1, 0.0, -0.1], [0.0, 0.0, 0.1], [0.0, 0.1, 0.0], [0.0, 0.0, 0.0], [-0.1, 0.0, 0.0], [0.0, 0.0, 0.0], [0.0, 0.0, 0.0]],
  "gap_ev": 8.256,
  "charge": 0,
  "energy_ev": -194148.1061,
  "fmax_ev_per_a": 0.8,
  "spin_multiplicity": 1,
  "e_homo_ev": -8.62
}